*1*
Computed, not measured: C2H4N3P in the gas phase, with ωB97M-V/def2-TZVPD.

CARTESIAN COORDINATES (ANGSTROEM)
C -1.83765 -0.11036 -0.11988
N -0.11711 0.03031 -0.24446
N 0.45651 1.20735 -0.12261
N 1.69489 1.09413 0.11352
C 2.11920 -0.16752 0.23099
P 0.85140 -1.31761 -0.00774
H -2.00424 -1.10171 0.26031
H -2.11231 0.69512 0.54301
H -2.19804 0.03771 -1.12910
H 3.14735 -0.36744 0.47597

Computed properties:
- Highest occupied orbital energy: -9.4 eV
- SMILES: Cn1nncp1
- LUMO energy: 0.54 eV
- Charge: 0

=====

*2*
Computed, not measured: C2H4N3P in the gas phase, with ωB97M-V/def2-TZVPD.

CARTESIAN COORDINATES (ANGSTROEM)
C -1.40537 -0.99668 -0.33427
C 0.05959 -0.78785 -0.27335
N -2.01939 0.09035 0.05935
N -1.99213 1.16225 0.44244
N 0.54099 0.34583 -0.03085
P 2.07469 1.02849 -0.13672
H -2.02765 -1.85538 -0.52440
H 0.60640 -1.68823 -0.59935
H 2.67674 0.59303 1.04393
H 1.48614 2.10818 0.35320

Computed properties:
- Highest occupied orbital energy: -8.3 eV
- LUMO energy: 0.36 eV
- Charge: 0

=====

Order from most stable to least stable according to the calculation: *1*, *2*

=====

*1*
Computed, not measured: 2 unconnected molecules or ions with the total composition C3H8NSe, with ωB97M-V/def2-TZVPD.

CARTESIAN COORDINATES (ANGSTROEM)
C -0.83410 -0.79384 -0.08359
C 0.53087 -1.42023 0.16287
C 0.69468 1.37232 -0.15340
N -0.59604 0.73580 0.23654
Se 2.04882 -0.02195 -0.21004
H -1.18460 -0.94032 -1.13597
H -1.55386 -1.20303 0.66602
H 0.52553 -1.92101 1.18314
H 0.79351 -2.27627 -0.49347
H 0.44566 2.26233 -1.89896
H 0.99528 2.21591 0.37120
H -1.35606 1.41301 0.03247
H -0.50969 0.57728 1.32318

Computed properties:
- Highest occupied orbital energy (alpha / beta): -12.9 / -12.9 eV
- LUMO energy (alpha / beta): -4.72 / -4.72 eV
- Charge: +1

=====

*2*
Computed, not measured: a gas-phase ion, C3H8NSe (charge +1), with ωB97M-V/def2-TZVPD.

CARTESIAN COORDINATES (ANGSTROEM)
C 0.82564 0.68736 0.07286
C -0.60190 1.37669 -0.13832
Se -2.02488 -0.01561 0.18302
C -0.47198 -1.38301 -0.36096
N 0.56561 -0.76260 0.48478
H 1.46107 0.59852 -0.90627
H 1.32405 1.03280 0.95721
H -0.82047 2.19050 0.58216
H -0.96051 1.72686 -1.01695
H -0.32226 -1.01991 -1.39147
H -0.62527 -2.48590 -0.29360
H 1.51741 -1.14994 0.38976
H 0.13348 -0.79576 1.43778

Computed properties:
- Highest occupied orbital energy: -13.3 eV
- SMILES: C1C[Se]C[NH2+]1
- LUMO energy: -3.93 eV
- Charge: +1

=====

Order from most stable to least stable according to the calculation: *2*, *1*

=====

*1*
Computed, not measured: C3H4N2S in the gas phase, with ωB97M-V/def2-TZVPD.

CARTESIAN COORDINATES (ANGSTROEM)
S 1.78007 1.44524 0.26941
N 0.40701 0.47827 0.05943
C 0.24842 -0.58118 -0.82304
C -1.01253 -1.03481 -0.66119
N -1.66426 -0.28057 0.29806
C -0.80529 0.60443 0.70268
H 2.33238 0.72445 1.23162
H 1.11359 -0.89426 -1.39596
H -1.51774 -1.89341 -1.10356
H -0.88166 1.43184 1.42254

Computed properties:
- Highest occupied orbital energy: -9.2 eV
- SMILES: Sn1ccnc1
- LUMO energy: 0.58 eV
- Charge: 0

=====

*2*
Computed, not measured: C3H4N2S in the gas phase, with ωB97M-V/def2-TZVPD.

CARTESIAN COORDINATES (ANGSTROEM)
C -0.99409 -0.66536 -0.40498
N -0.27680 -0.39215 -1.41297
N 0.96530 -0.04279 -1.34382
C 1.35582 0.86767 -0.50879
S 0.29203 1.33266 0.83539
C -0.51482 -0.37705 0.99671
H -2.14508 -0.75366 -0.42205
H 2.42894 1.24591 -0.73734
H 0.25862 -0.97627 1.38507
H -1.36992 -0.23896 1.61278

Computed properties:
- Highest occupied orbital energy: -9.0 eV
- SMILES: C1=NN=CSC1
- LUMO energy: 0.16 eV
- Charge: 0

=====

Order from most stable to least stable according to the calculation: *1*, *2*

=====

*1*
Computed, not measured: a molecular structure, C21H30HgN4O4S2, with ωB97M-V/def2-TZVPD.

CARTESIAN COORDINATES (ANGSTROEM)
Hg -0.03960 0.57349 0.39327
C -0.06661 -1.67994 6.75496
C -0.21485 -2.20950 5.33533
N -0.86759 -1.20750 4.51941
C -0.89155 -1.21308 3.14029
S 0.41739 -2.08601 2.26849
N -1.86352 -0.64517 2.54369
N -1.81109 -0.17198 1.28918
C -2.78386 -0.41999 0.44174
C -3.78702 -1.50984 0.71234
C -2.86979 0.41672 -0.71547
C -3.82586 0.24371 -1.74237
C -3.89300 1.14441 -2.77786
C -3.01381 2.23840 -2.79591
C -2.07168 2.31483 -1.78178
N -1.97536 1.45366 -0.78320
H 0.43665 -2.40731 7.39176
H -1.04874 -1.46819 7.18363
H 0.51394 -0.75810 6.75041
H -0.78508 -3.15133 5.34682
H 0.76115 -2.41555 4.90028
H -1.68304 -0.78065 4.93520
H -3.34343 -2.23979 1.38753
H -4.08283 -2.02203 -0.20251
H -4.68386 -1.10572 1.19106
H -4.50598 -0.59795 -1.72265
H -4.61643 1.00963 -3.57384
H -3.05009 2.97698 -3.58596
H -1.35586 3.13533 -1.76458
O 1.96707 -0.26665 1.44405
O 1.72378 -1.16270 2.53630
C -0.20531 2.63175 1.11758
H -1.19883 3.03686 0.93268
H 0.53975 3.25109 0.61931
H -0.00778 2.61652 2.18792
C 0.36510 2.33002 -3.83948
C 0.24662 0.96151 -3.20267
O 0.69936 0.78913 -2.08075
C -0.39704 -0.10859 -3.97495
C -0.56785 -0.03898 -5.36494
C -1.13700 -1.09029 -6.05534
C -1.57304 -2.22585 -5.38382
C -1.43730 -2.29346 -4.00335
C -0.85058 -1.25363 -3.31183
H 0.67716 3.04195 -3.07904
H -0.58952 2.64213 -4.26353
H 1.11207 2.31909 -4.63604
H -0.23457 0.83714 -5.90603
H -1.24483 -1.03014 -7.13154
H -2.02254 -3.04474 -5.93018
H -1.78309 -3.16372 -3.46111
H -0.77299 -1.29130 -2.23618
C 2.00581 -3.26075 -2.92661
S 1.47767 -2.28680 -1.44678
C 3.08754 -2.40890 -0.60132
O 0.55191 -3.20705 -0.75319
H 2.28410 -4.25796 -2.59157
H 2.83799 -2.76311 -3.42232
H 1.15018 -3.31330 -3.59564
H 3.85147 -1.98121 -1.24988
H 3.29992 -3.44707 -0.35309
H 3.00096 -1.79601 0.29934

Computed properties:
- Expectation value of S²: 0.77
- Highest occupied orbital energy (alpha / beta): -2.0 / -3.3 eV
- 2S+1: 2
- LUMO energy (alpha / beta): 2.38 / 2.39 eV
- Charge: -1

=====

*2*
Computed, not measured: a molecular structure, C21H30HgN4O4S2, with ωB97M-V/def2-TZVPD.

CARTESIAN COORDINATES (ANGSTROEM)
Hg -0.48806 0.47345 0.17756
C -1.46351 4.52533 4.55504
C -0.03362 4.57712 4.02074
N 0.61459 3.28601 3.99544
C 0.59014 2.38778 2.94872
S -0.05236 2.90848 1.43439
N 1.12968 1.24124 3.29012
N 1.04383 0.19548 2.44175
C 1.93971 -0.71474 2.57520
C 3.11362 -0.58138 3.50841
C 1.85514 -1.92823 1.73202
C 2.99269 -2.69740 1.48037
C 2.90312 -3.78988 0.63719
C 1.67524 -4.11889 0.08921
C 0.58973 -3.32454 0.42780
N 0.66650 -2.26559 1.21931
H -1.90760 5.52487 4.55376
H -1.48771 4.14006 5.57770
H -2.06546 3.87477 3.91903
H 0.57135 5.25544 4.62908
H -0.04765 4.94994 2.99999
H 0.82107 2.84976 4.88051
H 2.94933 0.27087 4.15928
H 4.03596 -0.41648 2.94380
H 3.24143 -1.48402 4.11202
H 3.94551 -2.41654 1.90881
H 3.78736 -4.36962 0.40016
H 1.56002 -4.94630 -0.59826
H -0.39675 -3.55132 0.03684
O 0.87951 1.37854 -2.34796
O 1.17651 1.85234 -3.51237
C -2.59167 0.30121 -0.17388
H -2.90481 -0.72949 0.00123
H -2.86725 0.59119 -1.18840
H -3.10987 0.94980 0.53138
C 2.70897 2.18911 -0.98961
C 2.07383 0.90227 -1.53142
O 1.60741 0.10626 -0.56170
C 2.99008 0.12259 -2.48443
C 2.48858 -1.05111 -3.03972
C 3.24244 -1.79414 -3.93316
C 4.52540 -1.38323 -4.27624
C 5.04535 -0.23375 -3.70062
C 4.27967 0.51751 -2.81335
H 1.99361 2.64496 -0.30600
H 2.95184 2.88684 -1.79531
H 3.60308 1.92166 -0.42824
H 1.50035 -1.39110 -2.75920
H 2.81791 -2.69376 -4.36425
H 5.11765 -1.95654 -4.97968
H 6.04928 0.09357 -3.94699
H 4.70914 1.41327 -2.38492
C -3.19722 -2.86063 -3.40449
S -1.63785 -2.05552 -2.94300
C -1.80744 -0.70606 -4.12028
O -0.58211 -2.97308 -3.45602
H -3.10002 -3.18245 -4.44125
H -4.03384 -2.17246 -3.27580
H -3.31926 -3.72410 -2.75290
H -2.70394 -0.14050 -3.85994
H -1.86672 -1.11611 -5.12907
H -0.93718 -0.06050 -4.02591

Computed properties:
- Expectation value of S²: 0.75
- Highest occupied orbital energy (alpha / beta): -4.3 / -4.3 eV
- 2S+1: 2
- LUMO energy (alpha / beta): 2.37 / 2.36 eV
- Charge: -1

=====

Order from most stable to least stable according to the calculation: *2*, *1*

=====

*1*
Computed, not measured: a gas-phase ion, C5H14IN2 (charge +1), with ωB97M-V/def2-TZVPD.

CARTESIAN COORDINATES (ANGSTROEM)
C 1.44257 -2.70759 0.17861
C 0.68236 -1.67739 -0.66809
N 0.55474 -0.39671 0.03509
C -0.44230 0.65069 -0.57276
C 0.30960 2.00739 -0.86563
N -1.39555 0.61739 0.51286
C -1.53859 1.75856 1.28248
I -3.15590 -0.41433 0.10650
H 0.94297 -3.60678 0.22904
H 2.42377 -2.88414 -0.31426
H 1.73309 -2.57986 1.19357
H -0.35361 -1.97220 -0.85968
H 1.18894 -1.49216 -1.59985
H 1.50326 0.01329 0.13324
H 0.04160 -0.76528 0.90268
H -0.85002 0.14779 -1.51649
H 0.73011 2.34321 0.13194
H 1.15272 1.94055 -1.57034
H -0.39286 2.71698 -1.24335
H -0.62386 2.11097 1.62662
H -1.82080 2.65077 0.69946
H -2.13226 1.53884 2.17835

Computed properties:
- Highest occupied orbital energy: -12.6 eV
- SMILES: CC[NH2+][C@H](C)N(C)I
- LUMO energy: -3.91 eV
- Charge: +1

=====

*2*
Computed, not measured: 2 unconnected molecules or ions with the total composition C5H14IN2, with ωB97M-V/def2-TZVPD.

CARTESIAN COORDINATES (ANGSTROEM)
C -1.70719 2.61283 0.23732
C 1.22515 -1.51668 1.14593
C 1.72552 -0.47187 -1.06391
C -1.33970 1.20856 -0.34464
C 0.69652 -1.12838 -0.17479
N -0.18600 -1.93987 -0.62615
N -0.23059 0.69258 0.46515
I -3.00367 -0.21184 -0.15806
H -1.90762 2.58329 1.40317
H -2.70320 2.92128 -0.11685
H -0.92735 3.27212 -0.18318
H 1.88995 -0.81455 1.68013
H 0.45916 -1.85797 1.88998
H 1.92548 -2.33042 0.88117
H 1.34033 -0.30774 -2.08996
H 2.24768 0.43819 -0.68649
H 2.38960 -1.32449 -1.39192
H -0.98379 1.17384 -1.44116
H -0.72171 -2.38950 0.07827
H -0.36882 -2.25657 -1.54121
H -0.36207 0.32736 1.41193
H 0.54231 1.31984 0.62527

Computed properties:
- Highest occupied orbital energy: -13.0 eV
- LUMO energy: -2.96 eV
- Charge: +1

=====

Order from most stable to least stable according to the calculation: *2*, *1*

=====

*1*
Computed, not measured: C2H4FN in the gas phase, with ωB97M-V/def2-TZVPD.

CARTESIAN COORDINATES (ANGSTROEM)
H -0.98082 -0.05818 -2.18432
N -0.13805 0.15598 -1.43327
C -0.38009 -0.13690 -0.26041
C 0.62599 0.14961 0.75935
F -1.52707 -0.72449 0.11035
H 0.80044 -0.87387 1.20177
H 0.07501 0.88192 1.50470
H 1.52458 0.60592 0.30182

Computed properties:
- Highest occupied orbital energy: -10.7 eV
- SMILES: [H]/N=C(/C)F
- LUMO energy: 1.03 eV
- Charge: 0

=====

*2*
Computed, not measured: C2H4FN in the gas phase, with ωB97M-V/def2-TZVPD.

CARTESIAN COORDINATES (ANGSTROEM)
C -0.83629 -0.21374 -0.48165
C 0.36729 -0.20021 0.49205
N 1.44409 0.37907 0.83219
F 1.79153 1.42979 -0.02283
H -1.38761 0.70412 -0.32587
H -1.31264 -1.12504 -0.24120
H -0.35127 0.09983 -1.45310
H 0.28490 -1.07382 1.20042

Computed properties:
- Highest occupied orbital energy: -10.9 eV
- SMILES: C/C=N\F
- LUMO energy: 0.85 eV
- Charge: 0

=====

Order from most stable to least stable according to the calculation: *1*, *2*